Below is a molecular structure, C14H33KO20 at a distorted geometry, with properties calculated with ωB97M-V/def2-TZVPD.

Each line ends with the Löwdin charge.
CARTESIAN COORDINATES (ANGSTROEM)
K (8.4463, -14.1606, 2.0474)  0.85
C (7.0338, -6.5343, 4.2436)  -0.03
C (6.9886, -4.9926, 3.9970)  -0.84
O (5.9236, -4.4996, 3.6382)  -0.14
O (7.9244, -4.3613, 4.4864)  -0.12
H (6.0645, -6.9930, 4.0482)  0.04
H (7.3185, -6.8129, 5.2582)  0.06
H (7.6606, -6.9805, 3.4715)  0.03
C (12.0717, -8.8035, 6.1707)  -0.02
C (13.4416, -9.3306, 6.5859)  -0.89
O (14.3457, -9.1503, 5.7882)  -0.09
O (13.4733, -10.1709, 7.4413)  -0.07
H (11.5123, -8.4139, 7.0212)  0.06
H (11.4541, -9.6176, 5.7914)  0.07
H (12.1122, -7.9199, 5.5338)  0.06
C (9.0197, -12.9780, 6.0035)  -0.01
C (8.9769, -14.5033, 5.6062)  -0.76
O (8.1491, -14.8939, 4.7346)  -0.22
O (9.6974, -15.2774, 6.2907)  -0.12
H (8.3029, -12.6936, 6.7738)  0.05
H (8.7269, -12.4298, 5.1080)  0.04
H (9.9962, -12.7387, 6.4245)  0.08
C (8.9158, -10.0939, 3.4304)  0.01
C (9.9794, -10.7593, 2.5249)  -0.68
O (9.6103, -11.5942, 1.6376)  -0.16
O (11.1099, -10.2972, 2.6654)  -0.05
H (9.3960, -9.6030, 4.2769)  0.07
H (8.3138, -10.8676, 3.9069)  0.05
H (8.2869, -9.3650, 2.9192)  0.06
C (8.9283, -8.0233, -0.3430)  -0.02
C (8.9755, -6.5461, 0.1616)  -0.84
O (9.1440, -5.6974, -0.6470)  -0.09
O (8.9658, -6.2266, 1.3522)  -0.03
H (8.4586, -8.2083, -1.3090)  0.05
H (8.4672, -8.5918, 0.4647)  0.04
H (9.9613, -8.3171, -0.5296)  0.04
C (7.9176, -9.5391, 7.5182)  -0.04
C (8.7390, -8.7364, 8.5163)  -0.88
O (9.1175, -7.6104, 8.1881)  -0.07
O (8.9141, -9.2661, 9.5944)  -0.12
H (8.0875, -9.2332, 6.4859)  0.05
H (6.8674, -9.2798, 7.6516)  0.05
H (8.0805, -10.6158, 7.5673)  0.03
C (5.9716, -9.3429, 1.5958)  -0.06
C (5.0293, -8.4561, 0.8433)  -0.77
O (4.7778, -7.3019, 1.2963)  -0.09
O (4.3597, -8.9823, -0.1232)  -0.22
H (6.5570, -8.6874, 2.2406)  0.05
H (6.5789, -9.9180, 0.8968)  0.05
H (5.4745, -10.1245, 2.1703)  0.06
O (12.4600, -9.1254, 0.2776)  -0.04
H (12.7243, -9.7391, -0.4077)  0.00
H (11.9207, -9.6471, 0.8720)  -0.01
O (8.2132, -11.5509, -1.1027)  -0.08
H (8.4022, -11.4531, -0.1694)  -0.02
H (8.9540, -11.1337, -1.5425)  0.02
O (10.6448, -7.4162, 3.5810)  -0.05
H (10.0514, -7.1553, 2.8768)  -0.01
H (10.7805, -8.3540, 3.4454)  -0.03
O (13.0658, -11.8229, 4.1392)  -0.07
H (13.0426, -11.3751, 4.9849)  0.01
H (12.5075, -11.2919, 3.5712)  -0.03
O (12.4510, -12.8072, 0.5414)  -0.07
H (12.2518, -12.2599, 1.3010)  0.01
H (12.8935, -12.2180, -0.0695)  0.01
O (13.5766, -8.5574, 3.1773)  -0.08
H (12.8633, -9.1102, 2.8579)  -0.03
H (13.5222, -8.6224, 4.1307)  -0.03

As for the total charge: -6.

***

Below is 2 unconnected molecules or ions with the total composition C14H33N6O3 at a distorted geometry, with properties calculated with ωB97M-V/def2-TZVPD.

Each line ends with the Löwdin charge.
CARTESIAN COORDINATES (ANGSTROEM)
C (0.9454, -3.3911, 3.0786)  0.24
C (0.8620, -2.9908, 1.9611)  -0.12
N (0.7603, -2.5211, 0.6421)  -0.13
C (0.2182, -3.6373, -0.2264)  -0.04
C (-1.2608, -3.9732, -0.1602)  -0.35
O (-1.6831, -4.4027, 1.1129)  0.00
C (-2.2194, -2.9484, -0.7774)  -0.20
N (-1.6357, -2.3312, -1.9830)  0.02
C (0.0473, -1.2251, 0.5431)  -0.04
C (-1.0883, -1.0805, 1.5490)  -0.39
C (-0.9328, 0.0731, 2.4770)  0.08
O (-1.8904, -0.0433, 1.2624)  -0.06
C (2.2504, -2.3003, 0.2273)  -0.01
C (2.5658, -1.3653, -0.9716)  -0.66
N (1.7500, -1.5070, -2.1605)  0.11
N (3.9408, -1.6984, -1.3974)  0.10
N (2.6406, 0.0187, -0.5466)  0.10
H (1.1180, -3.8409, 4.0278)  0.07
H (0.7696, -4.5255, 0.0644)  0.15
H (0.4657, -3.4635, -1.2632)  0.11
H (-1.3406, -4.8489, -0.8110)  0.16
H (-2.4523, -3.8970, 1.3931)  0.10
H (-2.5434, -2.1981, -0.0589)  0.11
H (-3.1126, -3.5092, -1.0533)  0.13
H (-1.6895, -3.0253, -2.7222)  0.09
H (-2.2666, -1.6010, -2.2979)  0.09
H (0.7009, -0.4111, 0.8135)  0.12
H (-0.4378, -1.0891, -0.4142)  0.12
H (-1.5429, -1.9642, 1.9705)  0.13
H (-1.7504, 0.2376, 3.1635)  0.12
H (-0.5061, 0.9935, 2.1203)  0.09
H (2.6798, -3.2773, 0.0442)  0.13
H (2.7421, -1.9086, 1.1095)  0.14
H (1.7919, -2.4106, -2.6075)  0.08
H (0.8053, -1.1685, -2.0819)  0.06
H (4.5098, -1.9480, -0.5947)  0.09
H (3.9048, -2.5084, -2.0055)  0.08
H (1.7465, 0.4908, -0.5918)  0.05
H (3.3002, 0.4713, -1.1623)  0.09
C (-0.1037, 4.6312, -1.6233)  -0.07
C (-0.9232, 3.7814, -0.6579)  -0.42
C (-1.8370, 4.5915, 0.2702)  -0.21
O (-1.1713, 5.2336, 1.3364)  -0.19
C (-0.5674, 6.4778, 1.0208)  -0.10
N (-0.0128, 2.9142, 0.1018)  0.05
H (0.7401, 5.1125, -1.1305)  0.07
H (0.3028, 4.0096, -2.4208)  0.08
H (-0.7180, 5.4063, -2.0833)  0.08
H (-1.5729, 3.1395, -1.2602)  0.13
H (-2.5361, 3.8964, 0.7443)  0.12
H (-2.4389, 5.3116, -0.2980)  0.12
H (-1.1537, 7.0315, 0.2830)  0.09
H (0.4534, 6.3461, 0.6553)  0.08
H (-0.5225, 7.0618, 1.9386)  0.09
H (-0.5627, 2.2766, 0.6692)  0.03
H (0.4611, 3.5041, 0.7818)  0.08

As for the total charge: +1.

***

Below is 3 unconnected molecules or ions with the total composition C14H33O6S at a distorted geometry, with properties calculated with ωB97M-V/def2-TZVPD.

Each line ends with the Löwdin charge.
CARTESIAN COORDINATES (ANGSTROEM)
C (0.1620, 3.0503, -1.1786)  0.04
C (0.7170, 2.0647, -2.1565)  -0.53
O (0.3640, 1.8983, -3.2819)  0.14
O (1.7675, 1.3693, -1.6080)  -0.09
C (2.4577, 0.4105, -2.4510)  -0.13
C (2.0218, -1.0272, -2.1976)  -0.16
C (0.5092, -1.3348, -2.2644)  -0.20
C (-0.1400, -1.6885, -0.9227)  -0.36
S (0.4861, -0.6596, 0.4472)  1.10
H (0.8808, 3.8584, -1.0319)  0.11
H (-0.0176, 2.6002, -0.2004)  0.07
H (-0.7617, 3.4627, -1.5736)  0.10
H (2.3264, 0.7064, -3.4898)  0.13
H (3.5076, 0.5212, -2.1879)  0.14
H (2.4450, -1.3700, -1.2433)  0.10
H (2.5335, -1.6293, -2.9506)  0.13
H (0.3690, -2.2233, -2.8822)  0.13
H (-0.0478, -0.5340, -2.7504)  0.11
H (-1.2205, -1.5377, -0.9165)  0.08
H (0.0712, -2.7057, -0.5990)  0.10
H (1.1979, 0.3580, -0.1164)  -0.01
H (-0.5931, -0.0507, 0.9591)  -0.01
C (-4.2507, -2.2837, -1.2308)  -0.11
O (-4.0305, -1.4575, -0.0972)  -0.21
C (-4.3840, -0.0996, -0.3194)  -0.21
C (-5.7590, 0.2520, 0.2091)  -0.21
O (-6.7727, -0.4466, -0.4778)  -0.19
C (-7.3013, -1.5561, 0.2290)  -0.10
H (-4.2008, -3.3171, -0.8928)  0.09
H (-5.2287, -2.0977, -1.6763)  0.09
H (-3.4837, -2.1198, -1.9989)  0.08
H (-4.3368, 0.1303, -1.3898)  0.13
H (-3.6434, 0.5225, 0.1974)  0.11
H (-5.9225, 1.3232, 0.0568)  0.13
H (-5.8058, 0.0521, 1.2854)  0.13
H (-7.9384, -1.2275, 1.0555)  0.09
H (-6.5088, -2.1969, 0.6244)  0.08
H (-7.9056, -2.1226, -0.4762)  0.09
C (6.1051, 1.2193, 2.9918)  -0.09
O (4.8551, 1.2273, 3.6626)  -0.18
C (3.8387, 1.9367, 2.9936)  -0.20
C (2.8745, 0.9971, 2.2985)  -0.22
O (3.4854, 0.2526, 1.2527)  -0.24
C (3.8949, -1.0479, 1.6605)  -0.10
H (6.7274, 0.4799, 3.4908)  0.09
H (5.9953, 0.9502, 1.9379)  0.08
H (6.5925, 2.1961, 3.0604)  0.09
H (4.2605, 2.6391, 2.2667)  0.13
H (3.2788, 2.5138, 3.7358)  0.13
H (2.0717, 1.5968, 1.8477)  0.11
H (2.4335, 0.3131, 3.0332)  0.13
H (3.0375, -1.7269, 1.7447)  0.07
H (4.4092, -1.0172, 2.6210)  0.09
H (4.5766, -1.4244, 0.8999)  0.10

As for the total charge: +1. The value obtained for the energy relative to the best compared isomer or geometry (same formula, charge and spin) is 0.0 kcal per mole.

***

For the records above, the corresponding Kohn-Sham gap values read 0.9 9.2 8.6 eV.
For the records above, the corresponding E_HOMO values read 7.13 -11.47 -11.66 eV.